--- i ---
306
Properties=species:S:1:pos:R:3:lowdin_charge:R:1 method="wB97M-V/def2-TZVPD" gap_ha=0.308 lumo_energy_ha=0.016
O 3.9754 2.5826 1.9571 -0.257
O -2.5773 0.4133 -6.3669 -0.237
O 3.5722 -9.3749 2.3119 -0.158
O 5.4896 -3.8354 -6.9292 -0.201
O 0.2152 -6.2600 -4.7285 -0.176
O -7.8210 -3.9507 3.5608 -0.175
O -3.9782 4.7281 5.1373 -0.183
O 0.7581 -0.2860 -0.6531 -0.233
O -5.7923 6.8406 1.4865 -0.187
O -3.7721 3.2693 -0.8270 -0.229
O -2.7941 -3.0257 -2.8812 -0.209
O 3.6464 -4.8754 3.1615 -0.211
O -2.7625 0.2711 5.1043 -0.195
O 2.8443 0.2159 5.8431 -0.179
O 7.6844 -4.9835 -1.2742 -0.205
O 1.7941 7.0134 -2.4286 -0.187
O 1.3690 -0.8740 -5.0069 -0.191
O -0.8182 8.4147 1.8038 -0.170
N 3.3689 2.2638 -5.7056 0.037
N -0.0973 4.8787 2.4007 0.057
N 7.2174 -2.0552 -0.8820 0.032
N 6.9052 -5.5757 -9.1713 0.019
N -6.4662 -0.6480 2.8566 0.038
N -7.7863 3.9779 2.5651 0.025
N 3.6594 -6.4481 -0.0472 0.037
N -1.2045 -2.3444 0.3127 0.068
N -3.3522 -0.9593 2.6237 0.066
N 2.0452 3.3363 3.7965 0.060
N -0.1403 6.3399 -4.5612 0.050
N 6.7641 0.2379 0.9319 0.028
N -2.3499 3.9921 -5.5130 0.065
N 1.2339 -4.2513 1.6716 0.050
N -4.2259 5.0258 7.9787 0.027
N -6.5449 1.3572 0.8672 0.033
N 1.8456 -4.8498 -1.6628 0.041
N -0.8056 3.0667 -0.0917 0.069
C 2.3473 -4.0284 -3.8397 -0.052
C -3.7480 4.4480 -1.6176 -0.099
C -1.6891 -3.1561 -0.7394 -0.405
C -3.7508 -2.4916 -3.7678 -0.088
C 0.7140 6.1292 -2.1926 -0.196
C -5.2184 1.5684 0.3321 -0.375
C 2.3524 7.4725 -1.1980 -0.089
C -7.1159 -2.7456 3.7295 -0.221
C -4.4508 7.4182 7.8062 -0.053
C -2.6628 -2.3902 -1.6293 -0.175
C 5.2108 -2.9622 -5.8380 -0.106
C -0.0203 -1.2677 -5.2971 -0.042
C -6.1586 5.8498 2.4387 -0.191
C 4.1676 -9.5078 3.6222 -0.086
C -2.3516 -1.0347 4.8170 -0.205
C -2.7770 1.7694 -6.5257 -0.223
C 6.8755 -4.2741 -7.0195 -0.138
C -7.7692 -4.7756 4.7548 -0.088
C 7.2420 -6.1617 -0.5463 -0.078
C 3.2814 -7.7871 0.4196 -0.410
C 3.9532 0.3664 -4.3302 -0.070
C -2.1967 2.5886 -5.3440 -0.431
C 4.2809 -5.3538 4.3555 -0.085
C 1.5616 0.4061 -5.3895 -0.251
C 1.1290 4.2638 -4.0178 -0.049
C 6.1718 -3.0454 -1.1173 -0.415
C 5.0925 -2.2920 -1.8686 -0.059
C 6.7301 -4.2034 -1.9877 -0.183
C -1.1855 -5.9807 -4.5591 -0.081
C 1.4290 6.6918 2.5906 -0.068
C -3.5996 5.8869 5.8920 -0.203
C -5.0983 0.5941 -0.8320 -0.067
C -3.0016 -0.4036 -7.4703 -0.069
C 0.6547 1.5261 4.2588 -0.073
C 2.0659 -3.2093 2.2061 -0.413
C 2.7430 -3.7987 3.4797 -0.178
C 1.2458 -1.9498 2.5808 -0.040
C -8.6657 6.1131 2.0954 -0.071
C 3.0977 0.8225 -5.5435 -0.372
C -1.1962 0.9651 1.0636 -0.070
C 8.1902 -6.4296 -7.4209 -0.080
C -0.0100 6.2941 2.5079 -0.445
C 1.3189 -4.8122 -3.0379 -0.406
C -2.2902 -4.3905 -0.0011 -0.035
C -5.0451 3.0890 -0.1936 -0.139
C 1.8761 2.1967 4.7206 -0.422
C -7.2361 -1.8186 2.5317 -0.436
C -0.8135 7.0579 1.4083 -0.186
C 1.0012 -6.2371 -3.5359 -0.177
C 5.4062 0.7280 0.9610 -0.406
C -0.1579 1.7762 0.2492 -0.348
C -1.3604 9.2311 0.7892 -0.087
C 4.0038 -0.5634 6.1824 -0.097
C 0.2246 5.4114 -3.5041 -0.425
C -6.8162 -2.3266 1.1990 -0.057
C -4.5321 6.0927 7.0942 -0.474
C -3.0238 4.4118 4.1240 -0.102
C 3.4303 3.3988 0.8932 -0.078
C -2.3633 0.7934 6.3347 -0.096
C 1.0200 -1.0604 -1.8095 -0.069
C -2.8945 2.1165 -4.0636 -0.049
C 4.5678 -0.3557 1.6558 -0.069
C -4.4953 7.3785 1.6236 -0.091
C 3.1078 1.3536 4.9878 -0.167
C 4.0698 -8.2322 1.6845 -0.221
C 5.3157 2.0102 1.8597 -0.131
C -7.4468 5.2047 1.8658 -0.408
C 6.9538 -5.6499 -7.7647 -0.477
C -3.3616 -1.6100 3.8780 -0.462
C 3.3813 -8.6743 -0.8174 -0.056
C -3.2827 -3.0853 3.5766 -0.061
C 0.0915 0.9219 -1.0244 -0.182
H -3.6722 6.7987 5.2991 0.117
H 3.9884 4.3241 0.7502 0.086
H 2.8670 -8.2927 -1.6994 0.061
H 5.9721 -5.2835 -9.4246 0.077
H 3.8336 -0.6972 -4.1237 0.041
H 6.1304 -6.3324 -7.5545 0.136
H -4.1093 0.7761 -1.2526 0.058
H 4.9815 -4.6012 4.7174 0.089
H 6.9079 -6.5288 -9.5056 0.074
H 1.6089 -1.8781 -1.3940 0.081
H 1.8190 -3.9415 -1.2219 0.048
H 9.0765 -5.9912 -7.8797 0.082
H -3.3483 0.0261 2.8452 0.068
H -6.8642 -1.5844 0.4021 0.061
H -4.3284 -1.5020 4.3697 0.128
H -5.5451 5.8498 6.7735 0.139
H 5.2503 -9.3863 3.5886 0.085
H -8.2198 -1.3490 2.5280 0.139
H 2.1469 6.3936 1.8266 0.061
H 5.8722 -2.1003 -5.9257 0.087
H -7.1620 1.6261 0.1142 0.089
H 2.7877 -3.0021 1.4160 0.123
H 3.4446 0.2974 -6.4335 0.123
H -2.9914 1.0314 -4.0268 0.055
H -0.2394 -2.2832 -4.9672 0.086
H -2.3455 2.4174 -3.1713 0.063
H -2.0940 0.6987 0.5059 0.076
H 4.8385 -0.0416 6.6506 0.086
H -2.6824 0.1049 7.1171 0.092
H 5.9478 -4.9204 -2.2366 0.119
H -4.4231 1.2604 1.0109 0.119
H 5.3822 -3.5297 -4.9233 0.067
H -1.7134 4.5365 -4.9487 0.028
H 4.6033 -1.3721 1.2634 0.060
H 8.0603 -2.5456 -0.6191 0.085
H 2.2324 -7.6863 0.6979 0.125
H -5.7537 0.6471 -1.7013 0.086
H 5.1078 -8.3142 1.3620 0.126
H 0.3855 -4.2527 -2.9769 0.102
H -2.2633 -0.2234 -8.2517 0.082
H -1.6717 2.7711 -0.5191 0.034
H -4.7650 -2.7199 -3.4401 0.094
H 3.9331 -10.5342 3.9044 0.087
H -2.4265 9.0386 0.6683 0.065
H 3.0844 -9.6790 -0.5167 0.077
H 1.7805 6.3177 3.5522 0.076
H 7.2029 -4.4969 -6.0040 0.103
H -3.6294 -2.1725 -1.1751 0.123
H 5.0319 0.5095 -4.3939 0.074
H -0.6992 4.9078 -3.2192 0.099
H -6.2504 6.0990 3.4958 0.129
H 0.7035 1.4474 -1.7575 0.106
H 2.4340 3.8110 1.0537 0.055
H -2.3693 5.1944 3.7403 0.055
H 4.2653 2.4421 -6.1356 0.074
H -7.3419 -3.2383 0.9152 0.077
H -3.4745 3.9452 3.2480 0.078
H -4.3976 7.7508 2.6434 0.094
H 2.5083 2.9761 2.9744 0.030
H 4.1683 -2.6444 -5.8243 0.077
H 0.5185 -6.7887 -2.7292 0.118
H 5.8020 -3.3838 -0.1494 0.134
H 0.6605 6.9488 -4.4720 0.066
H 0.0582 -1.3486 -2.2337 0.085
H -7.9186 4.1662 3.5485 0.080
H -2.5774 5.7472 6.2437 0.125
H -3.7678 6.6041 1.3806 0.068
H 1.0007 -1.3324 1.7166 0.054
H 0.6453 3.7419 -4.8435 0.051
H -4.3934 5.2207 -1.1999 0.082
H 4.3716 -1.0822 5.2971 0.061
H -8.4485 -4.4874 5.5570 0.081
H 0.3489 0.7650 4.9767 0.067
H -3.5178 -3.0120 -4.6968 0.084
H 4.3320 -3.0229 -2.1433 0.057
H -0.3834 6.6109 3.4817 0.133
H -1.3020 -1.0264 4.5232 0.116
H -2.7502 4.8463 -1.8016 0.078
H -3.0410 -4.1782 0.7600 0.060
H 3.6561 1.1237 4.0741 0.097
H -0.8803 0.0551 1.5737 0.046
H 2.7430 -3.1572 -3.3176 0.045
H -6.4242 0.0610 2.1384 0.005
H -8.6620 6.6573 3.0398 0.081
H -1.5755 -5.7610 -5.5529 0.087
H -6.6923 2.1064 1.5284 0.050
H 3.2882 -2.9762 3.9425 0.111
H 0.4977 4.3995 3.0612 0.028
H 0.2749 -2.2350 2.9859 0.069
H -3.9537 -0.1803 -7.9517 0.092
H -8.6844 3.5794 2.3312 0.077
H -0.8108 -1.4634 0.0146 0.033
H 1.7100 -5.1351 1.7828 0.060
H 3.3075 2.8555 -0.0437 0.088
H 6.4547 -5.8267 0.1291 0.060
H -9.6370 5.6860 1.8460 0.074
H -1.4279 1.6438 1.8844 0.074
H -4.0603 -3.3390 2.8561 0.061
H 6.8746 -0.6390 0.4431 0.009
H 3.2123 8.0911 -1.4547 0.091
H -0.8535 6.9022 -4.1193 0.073
H -1.7861 6.5660 1.3932 0.094
H -0.7760 0.6619 -1.6310 0.114
H -5.4894 -0.9048 2.8609 0.015
H -5.7521 -2.5626 1.2067 0.065
H -3.2343 5.1649 8.1109 0.068
H 4.0425 -7.3254 2.2888 0.091
H -1.1505 2.2834 -5.3667 0.111
H 7.4519 -1.6635 -1.7829 0.083
H 7.0869 0.0044 1.8600 0.066
H 5.9589 2.8256 1.5287 0.119
H 0.7024 1.8725 0.9115 0.122
H -8.6191 6.9703 1.4237 0.068
H -2.5194 -1.1493 2.0848 0.038
H 1.2773 0.5360 -6.4338 0.118
H 2.6976 4.0206 4.1519 0.086
H -2.9941 1.6817 6.3679 0.086
H 3.1956 -4.7006 -3.9685 0.080
H 1.7488 8.0818 -0.5253 0.080
H 0.9948 5.3618 -1.4712 0.106
H -3.5535 -1.4362 -3.9562 0.074
H -3.4214 -3.7582 4.4229 0.080
H -0.1499 2.2514 4.1374 0.077
H 0.8387 0.9976 3.3235 0.072
H -1.1182 10.2316 1.1476 0.098
H 8.3349 -6.3912 -6.3413 0.074
H -6.7721 -4.7434 5.1941 0.075
H 3.5291 -0.0259 1.6762 0.070
H -5.8329 3.2323 -0.9331 0.121
H 4.9907 -0.4600 2.6549 0.069
H 4.7286 -1.4161 -1.3315 0.072
H -0.4359 -2.8077 0.7761 0.038
H 3.7648 -8.8159 4.3619 0.079
H -1.7319 -6.8228 -4.1345 0.086
H 1.1469 -5.3837 -1.1659 0.067
H 1.7351 -1.3101 3.3153 0.068
H -0.8103 -3.4397 -1.3186 0.106
H 2.6972 6.5545 -0.7222 0.075
H 0.3016 4.6213 1.5092 0.041
H -2.3474 -3.4108 3.1214 0.062
H 7.1188 -3.7068 -2.8767 0.118
H -7.3881 -2.2378 4.6548 0.124
H -1.3067 1.0611 6.3447 0.073
H -2.1658 -1.4569 -1.8940 0.105
H -1.3666 -5.1088 -3.9304 0.062
H -2.4076 -1.6395 5.7220 0.124
H 2.0024 -3.7470 -4.8347 0.080
H 0.6421 -4.4136 2.4738 0.070
H -3.9570 2.3215 -3.9331 0.082
H 8.0331 -6.4225 0.1568 0.082
H -2.3355 2.0049 -7.4941 0.126
H -5.0350 8.1125 7.2022 0.077
H 6.9424 -7.0402 -1.1177 0.083
H -4.7493 7.4364 8.8544 0.083
H -5.1869 3.8085 0.6128 0.098
H -0.8536 9.0092 -0.1499 0.080
H 5.6555 1.8054 2.8749 0.118
H 1.8768 -4.1299 4.0524 0.130
H -2.7886 -1.3889 -7.0557 0.086
H -3.8464 1.9773 -6.4912 0.130
H 4.4026 -8.7751 -1.1848 0.070
H 3.6519 -1.3772 6.8164 0.086
H 1.2036 3.5299 -3.2153 0.060
H -4.4148 8.2378 0.9578 0.081
H 0.9593 1.0747 -4.7746 0.111
H 3.5578 0.8798 -3.4538 0.069
H -1.9644 4.2605 -6.4071 0.078
H -1.5567 -5.0321 0.4872 0.060
H -6.0689 -2.9736 3.9294 0.095
H 1.4877 2.6138 5.6497 0.142
H 2.9822 -6.0337 -0.6715 0.005
H 3.4618 -5.5444 5.0489 0.089
H -0.3115 6.7569 0.4887 0.102
H -2.2684 3.7301 4.5150 0.072
H 2.1438 4.5594 -4.2839 0.074
H 8.1817 -7.4646 -7.7628 0.079
H -7.9611 -5.8033 4.4463 0.083
H -5.1392 -0.4435 -0.5006 0.054
H -0.0918 6.7215 -1.7589 0.105
H 2.7043 2.5715 -6.4011 0.064
H 4.7724 -6.3140 4.1994 0.071
H 3.7638 -5.7821 0.7049 0.041
H -4.2650 4.2045 -2.5458 0.078
H -0.7634 -0.5286 -4.9975 0.070
H 3.7410 2.0732 5.5067 0.124
H 5.5357 -1.8386 -2.7553 0.069
H 1.6034 7.7609 2.4692 0.077
H -7.2354 4.9852 0.8193 0.127
H 5.0127 0.8443 -0.0488 0.129
H -2.7121 -5.1573 -0.6508 0.069
H -4.2024 4.1449 7.4852 0.065
H 1.9512 -6.7537 -3.6731 0.122
H -0.1728 -1.2628 -6.3764 0.082
H -3.4295 7.7924 7.7359 0.077
H 1.7028 -0.4690 -2.4196 0.081
H 7.5440 -3.5248 -7.4434 0.128
H -5.4285 5.0417 2.3941 0.090
H -1.1807 3.4391 0.7689 0.035

=====

--- ii ---
306
Properties=species:S:1:pos:R:3:lowdin_charge:R:1 method="wB97M-V/def2-TZVPD" gap_ha=0.325 lumo_energy_ha=0.015
O 15.5604 14.7851 -23.1284 -0.220
O 1.5637 12.6708 -16.6845 -0.257
O 2.1494 14.3085 -20.8653 -0.219
O 6.0240 14.7526 -26.0752 -0.205
O 5.9530 6.4178 -23.3378 -0.222
O 0.6612 10.0838 -22.7147 -0.268
O 9.5573 8.8079 -25.4682 -0.194
O 3.2964 7.7090 -17.3369 -0.188
O 7.9061 9.9040 -15.4018 -0.165
O 12.8125 7.5576 -23.9238 -0.195
O 12.1158 12.1822 -16.5969 -0.172
O -1.7173 9.3710 -17.0848 -0.206
O 8.8541 15.9883 -20.2583 -0.214
O 12.3053 12.8958 -26.2448 -0.185
O 10.1838 8.1409 -19.7428 -0.227
O 0.8249 8.1033 -29.9906 -0.185
O 14.6907 11.4397 -20.6467 -0.183
O 8.3368 11.3992 -20.5743 -0.220
N 3.4130 9.0970 -22.5054 0.070
N 10.2207 14.5557 -22.2595 0.070
N 9.2642 13.2451 -18.5437 0.081
N 6.8885 13.2118 -16.3061 0.041
N 4.8310 11.6815 -21.9836 0.052
N 12.7125 15.5335 -23.6801 0.046
N 10.2165 6.0705 -24.6587 0.048
N 3.8591 14.2534 -17.5057 0.069
N 1.6618 7.2398 -20.6921 0.052
N 3.3708 13.8436 -23.6659 0.032
N -0.5417 13.4384 -13.7937 0.039
N 13.4406 6.6832 -27.4912 0.037
N -1.1900 9.0985 -20.7316 0.032
N -0.2603 9.4039 -26.2066 0.043
N 18.4839 15.0158 -22.9322 0.049
N 8.5561 5.6831 -22.2171 0.054
N 2.4720 6.0672 -28.6940 0.039
N 16.3522 10.9344 -17.2879 0.047
C 4.6775 15.8770 -23.5432 -0.071
C 7.7549 6.3733 -20.0088 -0.049
C -0.3695 8.8010 -29.6586 -0.095
C -1.6539 11.0491 -19.5212 -0.038
C 7.9637 16.3493 -19.1574 -0.082
C 9.0662 15.3826 -22.6036 -0.420
C 14.7921 11.5412 -19.1955 -0.168
C 10.0723 7.0837 -20.7467 -0.152
C 2.6615 13.7714 -19.6448 -0.177
C -2.6831 8.8295 -16.1728 -0.081
C 8.9334 10.0181 -25.0713 -0.089
C 4.8679 9.2142 -24.5426 -0.043
C 4.5631 15.4486 -19.5297 -0.044
C 3.3623 14.8295 -18.7906 -0.389
C 13.3049 11.3826 -20.9890 -0.115
C 1.3034 13.0527 -15.3313 -0.188
C 10.5903 13.3939 -17.9556 -0.407
C 14.7329 5.6705 -25.6645 -0.052
C 7.0361 14.0652 -26.7969 -0.108
C 6.9474 12.0902 -15.4423 -0.444
C 15.0213 14.5012 -21.8147 -0.085
C 1.0096 11.2920 -22.0715 -0.117
C 0.9063 14.9170 -20.7868 -0.111
C 8.6224 6.8060 -21.2171 -0.385
C 5.6418 11.9697 -14.6179 -0.039
C 3.0093 7.7426 -27.0118 -0.076
C 9.2144 6.3382 -25.6349 -0.435
C 2.9036 8.0374 -18.6909 -0.162
C -0.7543 14.2330 -16.2079 -0.043
C 2.2016 6.7978 -19.3727 -0.379
C 8.4014 14.8841 -23.8535 -0.056
C 1.9193 8.3727 -29.1473 -0.211
C 3.0823 5.5945 -19.6475 -0.060
C 12.6960 8.7543 -23.1629 -0.111
C 8.2273 5.2145 -25.7868 -0.043
C 0.6613 10.3552 -24.1133 -0.142
C 12.4400 15.0562 -25.0204 -0.398
C 12.5522 11.5076 -26.3425 -0.107
C 4.1450 14.8165 -24.4563 -0.382
C -1.7151 8.6840 -18.2943 -0.196
C 16.2510 16.0618 -23.1909 -0.174
C 7.2823 11.5348 -21.5593 -0.152
C 4.1502 8.7636 -16.8097 -0.090
C 12.4636 13.4918 -24.9647 -0.181
C 8.6498 7.7063 -25.2132 -0.168
C 5.5277 10.5614 -19.9166 -0.019
C 1.2762 11.2755 -16.9375 -0.053
C 18.3783 17.3434 -23.0338 -0.084
C -1.0804 9.6227 -19.3966 -0.398
C 10.9201 12.1074 -17.3093 -0.239
C 0.2070 7.6935 -24.5092 -0.030
C 7.2612 10.8280 -16.2468 -0.208
C 2.0035 7.2920 -28.0801 -0.439
C -0.2132 13.1486 -15.2196 -0.416
C 12.6019 10.9231 -16.0846 -0.079
C 8.1497 15.3601 -21.3640 -0.171
C 8.5634 8.9135 -16.1554 -0.103
C 13.4525 15.5787 -26.0211 -0.047
C 5.8838 11.6847 -20.9652 -0.364
C 15.8149 9.3263 -18.9374 -0.083
C 5.1782 13.9205 -25.2711 -0.165
C 13.4451 6.4295 -26.0694 -0.425
C 10.5460 14.6226 -16.9899 -0.019
C 11.3506 8.2145 -18.8873 -0.082
C 4.1694 8.3253 -23.4996 -0.376
C 16.0251 10.7539 -18.7176 -0.446
C 17.6860 16.1337 -22.5854 -0.501
C 9.5954 10.9085 -21.0169 -0.089
C 5.1590 5.4617 -24.0109 -0.076
C 5.2465 7.4966 -22.6908 -0.149
C -0.1400 9.1813 -24.8008 -0.400
C 13.2611 7.7585 -25.2890 -0.179
H 13.8716 11.3992 -18.6293 0.104
H 11.4218 15.3117 -25.3140 0.126
H 0.2258 12.0494 -22.0718 0.094
H 12.8071 10.1623 -16.8379 0.066
H 6.1385 10.6302 -19.0165 0.058
H 8.5598 16.8714 -18.4090 0.081
H 11.0537 14.9406 -22.6814 0.017
H 7.1841 15.8251 -21.5626 0.111
H 1.2619 10.9339 -21.0734 0.094
H 14.9986 4.7915 -26.2518 0.073
H 7.4948 15.4613 -18.7334 0.068
H 13.5149 15.0383 -23.3179 0.026
H -0.4377 15.2197 -15.8700 0.075
H 4.4765 5.0345 -23.2762 0.097
H 0.9384 7.9440 -20.6619 0.034
H 3.4413 7.6908 -24.0050 0.099
H 6.6844 14.0835 -15.8386 0.082
H 2.5959 9.5330 -22.9084 0.033
H 6.3311 10.4877 -16.7020 0.097
H 4.7889 7.2428 -21.7346 0.087
H 11.3080 7.3720 -18.1971 0.088
H 8.7155 4.3709 -26.2747 0.082
H 4.0841 9.7854 -25.0402 0.062
H 10.3124 14.6522 -21.2583 0.053
H 3.1567 13.6552 -17.0947 0.021
H 10.4788 6.1712 -20.3107 0.122
H 7.2204 17.0668 -19.5048 0.081
H 2.8285 8.7187 -26.5615 0.062
H 0.2592 10.9403 -16.7338 0.070
H 10.7306 7.2432 -21.6007 0.100
H 11.3223 13.5870 -18.7399 0.128
H 3.1815 7.0010 -26.2318 0.051
H -2.4424 7.7824 -15.9888 0.087
H 1.2189 6.4556 -21.1494 0.075
H 7.6738 13.3494 -16.9263 0.028
H 4.6954 13.6967 -17.6092 0.033
H 16.6690 11.8351 -16.9586 0.070
H 14.1288 7.3908 -27.7052 0.074
H 1.8383 13.3741 -19.0512 0.101
H 9.1308 14.8204 -24.6610 0.071
H 1.9089 11.7673 -22.4632 0.072
H 14.2221 13.7675 -21.9197 0.067
H 15.0108 12.5699 -18.9089 0.118
H 12.7167 8.4518 -22.1159 0.072
H 5.2899 8.6521 -25.3757 0.066
H 2.5627 4.7576 -20.1142 0.077
H 3.2908 12.8892 -19.7622 0.108
H 10.3347 10.7304 -20.2360 0.066
H -0.1422 9.8665 -29.6931 0.087
H 12.5192 8.3102 -25.8663 0.104
H 9.1223 5.9497 -23.0099 -0.002
H -0.6424 9.7600 -21.2633 0.024
H 3.9766 7.8985 -27.4895 0.081
H 5.6246 10.9779 -14.1660 0.075
H 8.1004 13.8432 -23.7349 0.062
H 7.6206 5.7038 -22.5972 0.025
H 17.6043 16.1785 -21.4994 0.139
H 7.4225 5.4814 -26.4718 0.088
H 7.7482 12.3163 -14.7382 0.130
H -2.7357 8.4668 -18.6094 0.116
H 13.4750 10.9929 -15.4357 0.085
H 5.5737 12.8169 -13.9353 0.076
H 3.9660 13.2172 -23.1429 0.008
H 3.0283 8.4524 -21.8298 0.033
H 11.8282 10.5433 -15.4174 0.087
H 9.9599 11.5486 -21.8203 0.080
H 1.9399 9.4238 -28.8597 0.123
H 12.2004 11.1351 -27.3046 0.095
H 5.6504 9.5322 -20.2540 0.062
H 1.4349 6.4394 -18.6857 0.124
H -1.1128 9.3179 -24.3284 0.124
H 6.7032 6.1548 -20.1943 0.059
H 15.5833 6.3500 -25.7218 0.072
H 9.9597 14.4141 -16.0950 0.077
H 0.1379 7.5145 -23.4362 0.058
H 5.9739 8.1889 -22.2667 0.100
H 13.3791 13.1223 -24.5026 0.118
H -1.8097 11.4905 -18.5368 0.065
H 7.6513 14.6793 -27.4545 0.092
H 17.7500 18.1869 -22.7474 0.082
H 13.4618 14.9503 -26.9117 0.076
H -1.8437 14.2050 -16.1851 0.071
H 2.8681 8.3160 -29.6808 0.128
H 5.8138 12.7215 -20.6364 0.116
H -3.7106 8.8455 -16.5365 0.085
H 3.8003 8.2579 -19.2700 0.098
H -2.1071 9.3035 -21.1017 0.075
H 17.8592 14.2226 -22.9047 0.065
H 7.5186 15.4605 -24.1303 0.068
H 2.3286 8.9592 -18.6029 0.092
H 5.1485 8.5273 -17.1779 0.077
H 5.8829 4.7380 -24.3853 0.073
H 4.1629 8.7627 -15.7198 0.092
H 2.2500 5.2548 -28.1365 0.071
H 10.7858 6.9045 -24.6794 0.054
H 18.3349 17.3884 -24.1220 0.085
H 16.5305 8.6532 -18.4652 0.089
H 14.6578 5.3671 -24.6203 0.075
H 14.1280 8.4177 -25.2447 0.120
H -0.0044 9.5700 -19.2306 0.104
H 1.5891 10.9611 -17.9332 0.069
H 1.7271 14.0317 -15.1073 0.131
H 13.4893 9.5017 -23.1702 0.076
H -0.3738 14.0842 -17.2184 0.063
H 0.6335 15.3260 -21.7596 0.095
H 3.8945 16.5764 -23.2500 0.081
H 11.0633 11.3942 -18.1210 0.104
H 3.9016 5.8601 -20.3156 0.055
H 12.3238 8.2533 -19.3766 0.074
H 0.1099 11.2856 -24.2491 0.129
H 7.7661 7.2663 -19.3839 0.056
H 3.4140 15.2750 -25.1223 0.128
H 12.6875 12.1666 -20.5504 0.079
H 4.0115 11.7755 -21.4007 0.035
H 4.7827 11.9572 -15.2887 0.058
H 3.4598 5.1277 -18.7377 0.084
H 14.7013 15.3926 -21.2750 0.100
H 15.4601 10.8421 -16.8235 0.041
H 16.2977 16.3234 -24.2480 0.115
H 9.3818 16.4177 -22.7346 0.137
H 7.9348 8.2071 -16.6976 0.087
H 12.5547 6.9514 -27.8952 0.070
H 12.8128 16.5372 -23.7306 0.096
H 9.1237 8.3705 -15.3943 0.091
H 11.5675 14.7407 -16.6285 0.071
H -2.6298 9.4222 -15.2596 0.089
H 8.2045 7.6791 -21.7183 0.103
H 2.9189 14.2896 -22.8805 0.031
H 1.9169 10.7405 -16.2365 0.085
H 5.0748 15.5385 -22.5863 0.048
H 15.6773 16.8811 -22.7575 0.119
H 13.3562 16.5892 -26.4182 0.076
H 9.0936 14.0334 -19.1516 0.041
H -1.1635 8.6510 -30.3901 0.085
H 1.0538 7.0584 -27.5989 0.121
H 10.7953 5.3371 -25.0423 0.082
H -0.6559 10.3216 -26.3528 0.080
H 9.5627 10.8749 -25.3120 0.080
H -1.5236 13.6747 -13.8042 0.061
H -1.0172 11.7129 -20.1061 0.055
H 7.9011 4.8472 -24.8138 0.061
H 0.8809 15.7700 -20.1087 0.087
H 14.4229 15.5999 -25.5252 0.061
H 1.8759 5.8643 -29.4837 0.069
H -1.2537 7.6985 -18.2308 0.122
H -0.6873 12.2074 -15.4976 0.115
H 1.7271 12.3370 -14.6269 0.126
H 7.6361 7.8361 -25.5921 0.112
H 1.2464 7.4400 -24.7173 0.052
H 11.7373 9.2233 -23.3847 0.085
H 4.4736 10.6168 -19.6449 0.055
H 14.9165 9.0029 -18.4117 0.068
H 3.8729 9.7519 -17.1763 0.060
H 18.6577 15.0116 -23.9271 0.079
H 4.6189 13.2074 -25.8767 0.116
H 9.4469 9.9277 -21.4687 0.066
H 8.0649 10.1500 -25.7166 0.087
H 5.7125 13.3020 -24.5499 0.103
H 8.7343 9.8871 -24.0077 0.074
H 4.3683 15.5928 -20.5924 0.055
H -2.6466 11.0570 -19.9713 0.082
H 9.1381 12.3948 -19.0741 0.042
H 6.6006 13.2710 -27.4034 0.080
H 0.1710 14.1909 -20.4402 0.077
H 19.3794 17.5014 -22.6326 0.092
H 5.3509 14.6988 -19.4562 0.057
H 9.3845 9.3267 -16.7411 0.063
H 4.8374 16.3996 -19.0731 0.079
H 4.6810 10.8032 -22.4592 0.024
H 12.9032 10.4381 -20.6220 0.073
H 5.4720 16.4462 -24.0257 0.070
H 7.5564 12.3934 -22.1723 0.102
H 8.1908 5.5719 -19.4123 0.081
H 4.6365 5.8592 -24.8811 0.072
H 7.9288 11.0924 -17.0669 0.100
H 10.1044 11.7535 -16.6789 0.125
H 0.0238 14.2331 -13.5315 0.062
H 7.9237 14.3127 -21.1640 0.105
H 8.4591 7.6923 -24.1401 0.103
H 12.5976 5.7977 -25.8034 0.111
H 16.9697 11.0065 -19.1992 0.145
H 7.1890 10.5894 -22.0938 0.107
H -0.7662 8.4780 -28.6961 0.059
H 12.0193 10.9649 -25.5618 0.058
H 10.2219 15.5126 -17.5294 0.059
H -0.9153 8.7305 -26.5776 0.062
H 13.1922 11.4795 -22.0688 0.078
H 1.7267 10.4332 -24.3299 0.115
H 7.6478 13.5396 -26.0637 0.059
H 15.5823 9.1906 -19.9936 0.086
H 13.5789 11.1972 -26.1490 0.083
H -0.4734 6.9396 -24.9053 0.079
H 15.7560 13.9912 -21.1917 0.085
H 11.6985 13.1508 -24.2672 0.107
H 5.6023 9.8487 -24.0464 0.064
H 11.1268 9.0768 -18.2592 0.048
H 9.7464 6.4798 -26.5757 0.134
H 2.6252 15.5992 -18.5620 0.127

=====

The most stable arrangement is ii, and the next structure is 1.991 eV less stable.